Here is a structure of composition C49H52Cl2Ge2IrS4Se3Te from the Open Molecules 2025 dataset. Energies are from ωB97M-V with the def2-TZVPD basis set.

```
114
Properties=species:S:1:pos:R:3:forces:R:3
Ir 2.78347 0.27792 1.67627 0.117 0.480 0.180
Se 4.41985 1.60750 0.59327 -0.209 0.447 0.465
Se 6.49863 0.86058 0.75612 0.369 -0.512 0.209
Te 5.61451 -1.97668 3.46253 0.112 0.104 0.159
Se 4.28585 -1.53897 1.46071 0.335 -0.604 -0.422
Cl 4.20900 1.29647 4.31586 0.124 -0.020 0.138
C 3.81880 3.01220 4.44414 -0.152 -0.075 0.022
Cl 4.92870 4.03298 3.51388 0.032 0.037 -0.028
H 3.90115 3.29517 5.48742 -0.037 0.029 -0.040
H 2.81603 3.15873 4.05560 0.019 0.030 -0.010
C 5.22789 -0.10181 -3.38680 -0.023 0.030 0.033
C 4.00083 0.72594 -3.11392 -0.018 -0.052 -0.040
C 4.08022 1.91273 -2.40699 0.085 0.012 -0.156
C 2.94845 2.67577 -2.12095 -0.092 0.106 0.019
C 3.09544 3.92826 -1.29648 -0.058 0.080 -0.153
C 1.70788 2.23173 -2.57325 -0.009 0.137 -0.279
C 1.60570 1.04497 -3.31415 0.056 0.094 -0.243
C 0.27089 0.58328 -3.83567 0.062 -0.015 0.036
C 2.75015 0.30623 -3.56259 0.028 0.077 -0.043
C 0.49141 3.06757 -2.34169 0.156 -0.056 -0.282
C 0.15680 4.02649 -3.29621 -0.066 0.031 -0.007
C -0.92505 4.87058 -3.10054 0.027 -0.097 0.092
C -1.66966 4.76457 -1.93347 0.044 -0.090 -0.065
C -1.35782 3.79855 -0.98038 -0.035 0.216 0.041
C -0.28141 2.93079 -1.19508 -0.065 -0.074 0.321
Ge 0.22228 1.62566 0.19360 -0.242 -0.521 -0.009
S 1.45860 2.37209 1.78436 0.171 -0.230 0.137
S 1.35015 -0.23398 -0.59301 -0.117 0.201 0.629
Ge 0.03813 -1.28652 0.96308 0.002 0.401 0.093
S 1.23871 -1.22548 2.76575 -0.129 -0.006 0.020
S -1.50154 0.36186 0.90710 -0.127 0.155 -0.135
C -0.70834 -3.07357 0.61349 0.015 0.333 0.046
C -2.08314 -3.31082 0.62791 -0.281 -0.128 0.030
C -2.55947 -4.62554 0.66448 0.102 -0.045 0.010
C -1.68859 -5.70340 0.67087 0.054 0.228 -0.010
C -0.32633 -5.46161 0.59874 -0.074 0.051 0.017
C 0.17105 -4.15908 0.56996 0.222 -0.219 -0.290
C 1.64443 -4.04100 0.32299 -0.142 -0.146 -0.044
C 2.55230 -4.53920 1.25931 -0.002 -0.109 -0.007
C 2.12487 -4.94640 2.64341 0.058 0.034 0.029
C 3.88878 -4.67475 0.90478 -0.013 -0.067 0.059
C 4.35154 -4.30768 -0.34662 0.012 -0.046 -0.147
C 5.81681 -4.37946 -0.67802 -0.061 0.043 0.037
C 3.43628 -3.80576 -1.26498 0.047 -0.021 0.088
C 2.08778 -3.67486 -0.95860 -0.031 0.086 -0.013
C 1.13781 -3.18236 -2.02187 -0.007 -0.152 -0.060
C -3.17119 -2.27961 0.54717 -0.019 -0.221 0.032
C -3.93119 -1.97146 1.67100 -0.024 -0.038 0.018
C -3.49737 -2.37954 3.05547 -0.010 0.003 -0.019
C -5.12564 -1.26945 1.51021 0.036 0.063 -0.012
C -5.57415 -0.87598 0.26204 0.044 0.084 0.020
C -6.89915 -0.18184 0.08882 0.046 -0.023 0.003
C -4.76136 -1.13259 -0.84104 0.050 0.031 0.028
C -3.56234 -1.81374 -0.71618 -0.050 -0.049 -0.045
C -2.69256 -2.05610 -1.91882 -0.024 -0.019 0.013
C -2.15623 3.75687 0.28111 -0.117 -0.052 -0.087
C -1.64888 4.35872 1.43864 0.043 -0.046 -0.006
C -0.33594 5.09539 1.42705 -0.086 0.140 -0.076
C -2.40371 4.31126 2.60307 -0.016 -0.037 0.039
C -3.65022 3.70126 2.64183 -0.009 0.044 0.029
C -4.42919 3.61960 3.92679 0.009 -0.020 -0.013
C -4.15210 3.14801 1.47361 0.042 -0.041 -0.032
C -3.42439 3.16394 0.29045 0.086 0.018 -0.021
C -4.01969 2.54229 -0.94666 -0.023 -0.118 0.094
H 6.10459 0.32693 -2.90266 0.009 -0.008 0.015
H 5.42539 -0.16961 -4.45860 0.004 -0.005 -0.020
H 5.10063 -1.11739 -3.00840 -0.003 -0.021 0.032
H 5.04497 2.25267 -2.04315 -0.041 0.015 -0.162
H 3.21351 3.66997 -0.24150 -0.108 0.178 -0.073
H 2.22763 4.58082 -1.37759 0.001 0.014 -0.042
H 3.98117 4.48668 -1.60270 0.033 -0.003 0.019
H -0.11455 1.27450 -4.58904 -0.027 -0.007 0.007
H -0.46889 0.53009 -3.03449 -0.023 0.004 0.043
H 0.35562 -0.40644 -4.28450 0.003 -0.005 -0.011
H 2.66639 -0.62756 -4.10928 -0.003 -0.024 -0.009
H 0.77115 4.11186 -4.18505 -0.013 0.006 -0.014
H -1.17887 5.61382 -3.84609 0.008 0.022 0.009
H -2.50395 5.43063 -1.74750 -0.007 0.014 -0.014
H -3.63079 -4.78569 0.68502 -0.015 -0.003 -0.008
H -2.06679 -6.71741 0.70614 -0.009 -0.002 -0.003
H 0.37864 -6.28248 0.55120 -0.002 -0.026 -0.002
H 1.12689 -4.58799 2.88333 0.004 0.021 0.023
H 2.81570 -4.52747 3.37771 0.002 0.000 -0.002
H 2.13836 -6.03508 2.74936 -0.015 0.010 0.020
H 4.59290 -5.03665 1.64728 0.009 0.001 0.004
H 6.31288 -5.16802 -0.11241 0.004 -0.018 -0.005
H 6.30302 -3.43521 -0.41845 -0.006 0.022 0.009
H 5.97351 -4.55734 -1.74213 0.018 -0.008 -0.027
H 3.77884 -3.52095 -2.25465 0.004 0.016 -0.022
H 1.60143 -3.26162 -3.00576 0.017 -0.009 -0.017
H 0.87680 -2.13352 -1.86280 -0.025 -0.217 -0.150
H 0.20822 -3.75249 -2.03051 -0.008 -0.059 -0.014
H -2.47541 -2.75382 3.06870 0.007 0.011 0.006
H -4.14643 -3.16091 3.45809 0.002 -0.012 0.009
H -3.54817 -1.52231 3.72841 -0.007 0.000 0.008
H -5.71778 -1.03582 2.38942 -0.013 0.005 0.011
H -7.31312 0.12252 1.04961 -0.006 0.009 0.016
H -7.62142 -0.84457 -0.39330 -0.017 0.012 -0.005
H -6.80082 0.70594 -0.53772 -0.003 0.028 -0.013
H -5.07214 -0.78659 -1.82180 -0.001 -0.006 -0.022
H -3.16755 -1.67462 -2.82243 0.003 0.007 -0.013
H -2.48620 -3.11983 -2.05388 0.005 -0.011 -0.012
H -1.72753 -1.55521 -1.80214 0.010 0.029 0.017
H 0.42852 4.57024 0.85726 -0.027 0.095 0.043
H 0.03714 5.22879 2.44140 0.020 -0.012 -0.005
H -0.46331 6.08332 0.97438 -0.019 0.023 -0.008
H -2.00064 4.75416 3.50742 0.008 0.017 0.007
H -4.11172 4.39019 4.62918 -0.005 0.004 0.010
H -4.27805 2.65037 4.40690 0.007 -0.011 0.002
H -5.49870 3.73596 3.74729 -0.011 0.000 0.006
H -5.12417 2.66524 1.48472 -0.029 -0.018 0.001
H -4.43534 1.56096 -0.70657 0.016 0.057 -0.005
H -3.28208 2.40629 -1.73426 0.023 -0.012 -0.006
H -4.82407 3.16791 -1.34238 -0.009 0.004 -0.020
```
Positions in Å, forces in eV/Å.

Values from the calculation:
frontier orbital gap (alpha / beta) = 6.80 / 4.80 eV
multiplicity = 5
total charge = -1
LUMO energy (alpha / beta) = 0.0851 / 0.0123 Ha
electronic energy = -439255.9509 eV
strongest force on any atom = 0.8 eV Å⁻¹